82
Properties=species:S:1:pos:R:3 method="wB97M-V/def2-TZVPD" spin_multiplicity=2 homo_energy_ev="-7.3 / -7.5" e_tot_ev=-137924.3542 e_above_lowest_kcal_mol=0.00
Cu -0.828 0.512 0.865
C 1.729 3.085 -0.208
C 2.435 1.910 0.480
P 1.482 0.343 0.551
C 2.570 -0.675 1.590
C 3.761 -1.218 1.119
C 4.582 -1.941 1.970
C 4.227 -2.115 3.299
C 3.046 -1.567 3.780
C 2.217 -0.854 2.929
C 1.570 -0.232 -1.179
C 2.722 -0.123 -1.959
C 2.711 -0.501 -3.292
C 1.541 -0.973 -3.874
C 0.383 -1.064 -3.117
C 0.400 -0.694 -1.781
C 0.646 3.763 0.643
P -0.923 2.815 0.590
C -2.021 3.599 1.802
C -3.192 2.912 2.131
C -4.080 3.463 3.040
C -3.805 4.691 3.629
C -2.641 5.372 3.306
C -1.748 4.829 2.393
C -1.567 3.308 -1.037
C -1.973 4.623 -1.256
C -2.401 5.020 -2.513
C -2.420 4.107 -3.559
C -2.023 2.796 -3.345
C -1.606 2.393 -2.084
H 1.295 2.758 -1.160
H 2.484 3.829 -0.468
H 2.686 2.154 1.517
H 3.382 1.700 -0.018
H 4.037 -1.117 0.077
H 5.496 -2.379 1.590
H 4.866 -2.686 3.960
H 2.760 -1.713 4.813
H 1.282 -0.458 3.296
H 3.640 0.268 -1.537
H 3.617 -0.420 -3.880
H 1.534 -1.262 -4.917
H -0.536 -1.433 -3.557
H -0.506 -0.810 -1.193
H 0.458 4.766 0.255
H 0.968 3.863 1.683
H -3.392 1.956 1.657
H -4.987 2.930 3.294
H -4.499 5.116 4.343
H -2.425 6.328 3.766
H -0.842 5.370 2.151
H -1.971 5.334 -0.438
H -2.723 6.040 -2.676
H -2.755 4.418 -4.541
H -2.052 2.078 -4.155
H -1.339 1.362 -1.900
F -2.571 0.610 0.167
S -1.819 -4.637 2.729
P -1.122 -3.471 1.339
S -0.907 -1.536 1.984
C -2.070 -3.488 -0.209
C -2.235 -4.708 -0.864
C -2.919 -4.761 -2.067
C -3.452 -3.601 -2.616
C -3.310 -2.391 -1.954
C -2.617 -2.329 -0.749
C 0.562 -3.961 0.825
C 1.065 -3.561 -0.408
C 2.375 -3.843 -0.762
C 3.191 -4.539 0.121
C 2.686 -4.963 1.342
C 1.371 -4.684 1.692
H -1.828 -5.610 -0.422
H -3.042 -5.709 -2.575
H -3.995 -3.646 -3.552
H -3.750 -1.489 -2.362
H -2.545 -1.387 -0.218
H 0.418 -3.046 -1.102
H 2.752 -3.525 -1.728
H 4.215 -4.765 -0.151
H 3.316 -5.520 2.024
H 0.964 -5.014 2.640


88
Properties=species:S:1:pos:R:3 method="wB97M-V/def2-TZVPD" spin_multiplicity=4 homo_energy_ev="-9.8 / -10.0" e_tot_ev=-103606.7189 e_above_lowest_kcal_mol=24.54 total_charge=+1
Re -0.266 -0.515 -0.047
S 0.355 -0.196 2.350
P 2.219 -0.257 1.514
C 1.739 0.212 -0.125
P 2.430 1.660 -0.877
S 1.273 3.250 -0.698
C 2.635 1.230 -2.637
C 2.443 -0.076 -3.079
C 2.568 -0.378 -4.429
C 2.895 0.622 -5.332
C 3.099 1.923 -4.889
C 2.969 2.231 -3.544
C 4.144 2.010 -0.397
C 5.147 1.120 -0.780
C 6.474 1.440 -0.554
C 6.804 2.646 0.049
C 5.804 3.520 0.451
C 4.472 3.208 0.223
C 3.416 0.656 2.498
C 3.016 1.790 3.200
C 3.935 2.456 3.992
C 5.242 1.997 4.073
C 5.641 0.875 3.359
C 4.727 0.194 2.573
C 2.737 -1.991 1.609
C 2.670 -2.624 2.850
C 2.953 -3.976 2.942
C 3.307 -4.688 1.802
C 3.391 -4.051 0.574
C 3.103 -2.697 0.473
H 2.218 -0.842 -2.343
H 2.420 -1.393 -4.777
H 3.009 0.387 -6.382
H 3.364 2.699 -5.596
H 3.116 3.244 -3.189
H 4.881 0.189 -1.268
H 7.255 0.757 -0.862
H 7.843 2.912 0.193
H 6.060 4.460 0.924
H 3.685 3.895 0.510
H 1.988 2.126 3.129
H 3.630 3.332 4.548
H 5.956 2.515 4.700
H 6.662 0.525 3.422
H 5.018 -0.696 2.028
H 2.390 -2.057 3.731
H 2.880 -4.477 3.898
H 3.515 -5.747 1.872
H 3.664 -4.611 -0.311
H 3.149 -2.182 -0.479
N -0.582 -0.474 -2.392
C -0.969 -1.736 -3.069
C 0.030 -2.845 -2.777
C -0.074 -3.277 -1.313
O -0.578 -4.346 -1.040
O 0.403 -2.417 -0.448
H -1.230 0.257 -2.672
H 0.338 -0.195 -2.737
H -1.032 -1.576 -4.148
H -1.959 -2.032 -2.721
H 1.045 -2.502 -2.995
H -0.195 -3.713 -3.392
N -1.551 4.468 -2.483
C -2.719 3.998 -1.986
O -3.814 4.246 -2.442
C -2.569 3.062 -0.814
C -3.477 3.103 0.235
C -3.307 2.210 1.282
C -2.290 1.281 1.219
N -1.438 1.199 0.177
C -1.575 2.106 -0.803
H -1.596 5.133 -3.237
H -0.678 4.370 -1.985
H -4.283 3.825 0.222
H -3.958 2.224 2.144
H -2.151 0.572 2.022
H -0.845 2.075 -1.599
I -1.283 -3.512 2.295
C -2.539 -2.805 0.781
C -3.679 -3.568 0.550
C -4.625 -3.127 -0.351
C -4.428 -1.906 -0.982
C -3.275 -1.211 -0.708
N -2.315 -1.641 0.136
H -3.806 -4.498 1.083
H -5.509 -3.719 -0.547
H -5.152 -1.505 -1.676
H -3.095 -0.256 -1.189